# 1
# C8H10N6O

A single C8H10N6O molecule at a distorted geometry (wB97M-V/def2-TZVPD, the Open Molecules 2025 dataset).

Values from the calculation:
E_LUMO: 0.37 eV
E_tot: -714.3635 Ha
2S+1: 1
ΔE to the lowest compared entry with this formula, charge and spin: 5.374 eV
Kohn-Sham gap: 8.13 eV
M: 206.21 g/mol

Each line ends with the natural charge from an NBO analysis.
Atoms and positions in Å:
C 2.4750 -0.5222 -0.0216  -0.22
C 2.0109 -0.9363 1.2372  -0.22
C 1.6650 -0.4417 -1.1023  -0.20
C 0.6294 -1.1263 1.3278  -0.19
C 0.3378 -0.7550 -0.9864  -0.19
C -0.2202 -1.1563 0.2427  -0.07
C -0.7273 1.8779 0.7372  0.38
C -1.6566 -1.5165 0.4462  -0.27
N -2.4794 0.7337 -0.0009  -0.16
N -3.5553 -0.9013 -1.0018  -0.49
N 1.7090 2.7444 -1.4360  -0.37
N -2.6149 -0.5242 -0.2380  0.15
N 1.1131 2.8515 -0.3773  0.15
N -1.7404 1.1475 0.9857  -0.32
O -0.0426 2.0715 -0.4625  -0.39
H 3.5642 -0.3583 -0.2369  0.21
H 2.5571 -1.1844 2.2348  0.24
H 2.0492 0.0323 -2.0197  0.23
H 0.1953 -1.4721 2.2796  0.20
H -0.3220 -0.4167 -1.7507  0.22
H -0.3284 2.5112 1.5533  0.18
H -1.8629 -2.4248 -0.1184  0.22
H -2.0059 -1.5139 1.4600  0.24
H -3.4031 -1.8464 -1.1476  0.30
H 2.6529 3.1264 -1.6046  0.37

***

# 2
# C8H10NO3P2

An isolated ion of composition C8H10NO3P2 and charge +1 at a distorted geometry (wB97M-V/def2-TZVPD, the Open Molecules 2025 dataset).

Values from the calculation:
E_LUMO (spin up / spin down): -4.41 / -7.41 eV
E_tot: -1273.4671 Ha
2S+1: 1
ΔE to the lowest compared entry with this formula, charge and spin: 5.565 eV
Kohn-Sham gap (spin up / spin down): 7.77 / 3.83 eV
M: 230.12 g/mol
charge: +1

Each line ends with the natural charge from an NBO analysis.
Atoms and positions in Å:
C -0.0165 -0.7849 -0.1622  -0.25
C 1.3953 -0.9603 -0.0548  0.02
C -0.4034 0.5789 -0.1856  0.33
C 0.3553 1.7219 -0.2326  0.37
C 2.2044 0.1744 0.1601  -0.26
C 1.7051 1.4667 0.0194  -0.36
C -4.3080 1.0555 -0.2796  -0.54
C 2.1196 -2.2398 -0.2261  -0.11
N -3.3070 0.0562 -0.0645  0.13
O -0.1203 2.9502 -0.3470  -0.64
O 3.4977 -1.9303 -0.0367  -0.71
O -2.0584 0.7778 -0.2579  -0.41
P 4.0115 0.3585 -0.0405  0.54
P 3.2763 2.4980 0.0064  0.33
H -0.7208 -1.5609 -0.3505  0.26
H -3.8285 2.0897 -0.4105  0.25
H -5.0506 0.8464 0.5368  0.28
H -5.0746 0.6184 -1.0450  0.28
H 1.8019 -2.7541 -1.1847  0.22
H 1.7324 -2.9866 0.3998  0.22
H 4.0529 -2.5093 -0.4970  0.51
H -1.0013 3.2572 -0.1390  0.53
H 4.7691 0.2805 1.0809  0.01
H 3.5128 2.3768 1.4176  0.00

***

# 3
# C8H10NO4Se

C8H10NO4Se as an isolated structure at a distorted geometry (wB97M-V/def2-TZVPD, the Open Molecules 2025 dataset).

Values from the calculation:
E_LUMO: 3.23 eV
E_tot: -3067.9340 Ha
2S+1: 1
ΔE to the lowest compared entry with this formula, charge and spin: 1.520 eV
Kohn-Sham gap: 6.66 eV
M: 263.13 g/mol
charge: -1

Each line ends with the natural charge from an NBO analysis.
Atoms and positions in Å:
C 1.3557 -0.1043 3.1728  -0.36
C 1.9684 -1.3067 2.9816  -0.41
C 1.4587 0.5814 1.9666  0.38
C 2.2838 -1.4269 1.6094  0.45
C 2.1963 1.5732 -3.0171  0.95
C -1.1560 0.5380 -3.6131  -0.64
C -0.6600 0.8064 -2.1610  -0.60
C 2.3834 -0.0077 -0.3506  -0.60
N 2.1017 -0.2238 1.0388  -0.44
O 1.5429 2.5081 -2.6830  -0.63
O 3.0969 1.1268 -3.6125  -0.58
O 0.8275 1.7868 1.5497  -0.68
O 2.9667 -2.3945 0.9845  -0.70
Se 1.0546 -0.2640 -1.8261  0.21
H 0.8688 0.1850 4.1444  0.21
H 2.1193 -2.2282 3.5271  0.21
H -0.5033 -0.1246 -4.1247  0.21
H -2.1916 0.2293 -3.3908  0.21
H -1.2465 1.4928 -4.1639  0.20
H -1.2578 0.4597 -1.3387  0.21
H -0.2093 1.8351 -2.2278  0.25
H 2.7763 0.9899 -0.5066  0.15
H 1.2914 1.9296 0.7833  0.47
H 3.2351 -2.0332 0.0652  0.51

***

# 4
# C8H10NPS

A single C8H10NPS molecule at a distorted geometry (wB97M-V/def2-TZVPD, the Open Molecules 2025 dataset).

Values from the calculation:
E_LUMO: 0.77 eV
E_tot: -1105.1527 Ha
2S+1: 1
SMILES: C[P@@]1(=S)Cc2ccccc2N1
ΔE to the lowest compared entry with this formula, charge and spin: 0.000 eV
Kohn-Sham gap: 9.07 eV
M: 183.22 g/mol

Each line ends with the natural charge from an NBO analysis.
Atoms and positions in Å:
C -2.9228 0.1199 -0.4152  -0.24
C -2.7101 1.2439 0.4318  -0.18
C -1.8371 -0.5499 -1.0263  -0.20
C -1.3467 1.6682 0.6256  -0.26
C -0.4846 -0.1313 -0.7726  0.00
C -0.3185 0.9424 0.0834  0.15
C 0.7716 -0.6692 -1.2681  -0.78
C 2.2482 -1.5402 1.1806  -0.99
N 1.0689 1.0736 0.3507  -0.97
P 2.0791 -0.1254 -0.0339  1.50
S 3.7369 0.6987 -0.3953  -0.56
H -3.9453 -0.0939 -0.5991  0.22
H -3.4236 1.8827 0.8505  0.21
H -2.0187 -1.4185 -1.6823  0.22
H -1.1752 2.6184 1.0993  0.21
H 0.8145 -1.8102 -1.5128  0.25
H 1.1175 -0.0076 -2.1293  0.26
H 1.3876 -2.2030 1.3224  0.24
H 3.0658 -2.2529 0.7789  0.26
H 2.6463 -1.2712 2.1123  0.25
H 1.2462 1.8254 0.9994  0.42

***

# 5
# C8H10O

A single C8H10O molecule at a distorted geometry (wB97M-V/def2-TZVPD, the Open Molecules 2025 dataset).

Values from the calculation:
E_LUMO: 0.95 eV
E_tot: -385.8421 Ha
2S+1: 1
SMILES: C=C[C@]12CC=CO[C@H]1C2
ΔE to the lowest compared entry with this formula, charge and spin: 6.305 eV
Kohn-Sham gap: 9.63 eV
M: 122.17 g/mol

Each line ends with the natural charge from an NBO analysis.
Atoms and positions in Å:
C -0.1132 -1.0980 -2.4549  -0.38
C 0.8490 -1.1654 -1.4455  -0.20
C 0.6297 -0.4279 -0.1165  -0.17
C 0.1032 -1.1098 1.1734  -0.43
C -0.7437 -0.1580 1.9007  -0.31
C -1.2351 1.0001 1.3759  0.13
C 0.0843 0.7862 -0.4846  0.07
C 1.5334 0.7198 0.0527  -0.44
H -0.8931 -0.1882 -1.9980  0.20
H -0.2017 -1.5203 -3.4316  0.22
H 1.4149 -2.2113 -1.3557  0.21
H -0.5265 -1.9990 0.7961  0.24
H 0.8286 -1.4110 1.9946  0.23
H -1.5668 -0.2887 2.8400  0.24
H -1.7519 1.7541 1.8375  0.19
H 0.2336 0.9507 -1.5610  0.23
H 2.2201 0.8232 -0.6904  0.21
H 2.0525 0.9499 1.0790  0.23
O -1.0569 1.4822 0.0603  -0.48

***

# 6
# C8H10O

A single C8H10O molecule at a distorted geometry (wB97M-V/def2-TZVPD, the Open Molecules 2025 dataset).

Values from the calculation:
E_LUMO (spin up / spin down): 0.35 / 0.74 eV
E_tot: -385.8074 Ha
2S+1: 1
ΔE to the lowest compared entry with this formula, charge and spin: 7.250 eV
Kohn-Sham gap (spin up / spin down): 7.53 / 7.77 eV
M: 122.17 g/mol

Each line ends with the natural charge from an NBO analysis.
Atoms and positions in Å:
C 1.5922 -1.9409 -0.0542  -0.29
C 1.4424 -0.7773 0.2459  -0.05
C -1.2538 -0.3456 -0.6843  0.14
C -1.0083 -1.2090 -1.6334  -0.53
C -1.8238 0.2930 0.4628  -0.56
C -0.8433 0.1833 1.6481  -0.06
C 1.0656 0.5310 0.4461  0.23
C 1.6472 1.6331 -0.5097  -0.66
O 0.2488 0.9871 1.4278  -0.48
H 1.7525 -2.9971 -0.0300  0.24
H 0.0964 -1.3108 -1.6415  0.24
H -1.5009 -1.6221 -2.5453  0.23
H -1.9378 1.3665 0.1924  0.24
H -2.8364 -0.0428 0.5610  0.25
H -1.2485 0.3564 2.7356  0.21
H -0.5040 -0.9146 1.6272  0.19
H 1.1306 2.5919 -0.1969  0.22
H 1.2255 1.4077 -1.5135  0.23
H 2.7557 1.8100 -0.5381  0.23

***

# 7
# C8H10O2

A single C8H10O2 molecule at a distorted geometry (wB97M-V/def2-TZVPD, the Open Molecules 2025 dataset).

Values from the calculation:
E_LUMO: 0.51 eV
E_tot: -461.2571 Ha
2S+1: 1
SMILES: Cc1cc(O)c(C)c(O)c1
ΔE to the lowest compared entry with this formula, charge and spin: 2.217 eV
Kohn-Sham gap: 8.81 eV
M: 138.17 g/mol

Each line ends with the natural charge from an NBO analysis.
Atoms and positions in Å:
C -3.3442 -0.1186 0.1839  -0.65
C -1.7002 -0.2062 -0.0037  0.08
C -1.1163 1.1208 0.0892  -0.33
C 0.2461 1.1773 -0.1130  0.36
C 1.1474 0.0696 0.0540  -0.23
C 2.5945 0.1860 0.3498  -0.67
C 0.5147 -1.1430 0.0002  0.36
C -0.9121 -1.2794 -0.1198  -0.34
H -3.7535 0.0880 -0.8727  0.22
H -3.7418 -1.0949 0.4211  0.21
H -3.8497 0.6252 0.9566  0.23
H -1.7430 1.9834 -0.0181  0.23
H 1.7880 2.3563 -0.2797  0.48
H 2.9425 -0.7998 0.8667  0.22
H 3.2485 0.4847 -0.5738  0.23
H 2.9598 0.9830 1.1919  0.24
H 2.2136 -2.0046 -0.0985  0.47
H -1.4152 -2.1850 -0.2899  0.23
O 0.8040 2.4055 -0.2791  -0.67
O 1.2924 -2.3150 -0.2143  -0.67

***

# 8
# C8H10O2Si

A single C8H10O2Si molecule at a distorted geometry (wB97M-V/def2-TZVPD, the Open Molecules 2025 dataset).

Values from the calculation:
E_LUMO: 0.88 eV
E_tot: -750.5748 Ha
2S+1: 1
SMILES: C#C[C@@]1(O[SiH3])O[C@]1(C#C)CC
ΔE to the lowest compared entry with this formula, charge and spin: 3.561 eV
Kohn-Sham gap: 10.43 eV
M: 166.25 g/mol

Each line ends with the natural charge from an NBO analysis.
Atoms and positions in Å:
C -1.2533 -0.1504 3.5450  -0.19
C 1.0473 3.2442 0.5835  -0.16
C -0.8201 0.0247 2.4483  -0.05
C 0.4650 2.3146 0.0823  -0.08
C -0.5299 0.0801 0.8951  0.49
C 1.6338 -0.0351 -1.4759  -0.59
C 0.1890 0.5495 -1.6262  -0.42
C -0.1608 1.1211 -0.2964  0.19
O -1.5143 0.8169 0.1246  -0.47
O -0.3617 -1.2378 0.4111  -0.92
Si -0.9754 -2.5282 -0.2957  1.21
H -1.8251 -0.1264 4.4276  0.24
H 1.5926 4.1764 0.8313  0.25
H 2.3655 0.7150 -1.7247  0.21
H 1.8068 -0.8960 -1.9877  0.21
H 1.7485 -0.2285 -0.3916  0.21
H 0.1744 1.3252 -2.3605  0.23
H -0.3941 -0.2766 -1.8253  0.23
H -2.4737 -2.8781 -0.1338  -0.18
H -0.2622 -3.5004 0.5388  -0.20
H -0.4524 -2.5101 -1.7697  -0.20

***

# 9
# C8H10O3P

An isolated ion of composition C8H10O3P and charge -1 at a distorted geometry (wB97M-V/def2-TZVPD, the Open Molecules 2025 dataset).

Values from the calculation:
E_LUMO: 2.96 eV
E_tot: -877.9695 Ha
2S+1: 1
SMILES: Cc1cc(P([O-])O)cc(C)c1O
ΔE to the lowest compared entry with this formula, charge and spin: 0.040 eV
Kohn-Sham gap: 5.86 eV
M: 185.14 g/mol
charge: -1

Each line ends with the natural charge from an NBO analysis.
Atoms and positions in Å:
C 0.7849 -1.2158 0.4574  -0.24
C 0.7542 1.1679 0.2984  -0.22
C -0.5815 -1.2120 0.2805  0.01
C -0.6003 1.2245 0.0951  -0.06
C -1.2990 0.0231 0.0415  0.23
C 1.4624 -0.0146 0.4025  -0.34
C -1.3995 -2.5157 0.1817  -0.65
C -1.3239 2.5316 -0.2949  -0.62
O 3.5996 -1.2958 -0.2776  -1.22
O -2.6822 0.0348 -0.2899  -0.72
O 3.5675 1.2101 -0.6120  -1.05
P 3.2816 0.0356 0.5479  1.25
H 1.3443 -2.1567 0.7512  0.23
H 1.3033 2.0401 0.1412  0.21
H -1.9077 -2.6375 -0.7559  0.21
H -0.6562 -3.2626 0.2526  0.22
H -2.0725 -2.5329 0.9823  0.19
H -1.4385 3.2024 0.4879  0.20
H -0.7403 2.8912 -1.0549  0.21
H -2.3343 2.2241 -0.8152  0.22
H -3.1589 -0.5152 0.4566  0.47
H 4.0970 0.7735 -1.2763  0.49

***

# 10
# C8H10S

A single C8H10S molecule at a distorted geometry (wB97M-V/def2-TZVPD, the Open Molecules 2025 dataset).

Values from the calculation:
E_LUMO: -0.23 eV
E_tot: -708.8763 Ha
2S+1: 1
SMILES: S=C=CC1=CCCCC1
ΔE to the lowest compared entry with this formula, charge and spin: 4.128 eV
Kohn-Sham gap: 7.49 eV
M: 138.24 g/mol

Each line ends with the natural charge from an NBO analysis.
Atoms and positions in Å:
C -0.3318 2.4226 0.1764  -0.43
C -0.2392 0.9283 0.4078  0.02
C -0.1550 3.3342 -0.7785  -0.07
C 0.0167 0.3287 -0.9409  -0.43
C 0.0068 -1.2088 -1.1088  -0.43
C 0.6853 -1.8332 0.0096  -0.37
C -0.1510 -1.5237 1.2998  -0.44
C -0.3589 -0.0621 1.5201  -0.18
S 0.2016 4.2248 -1.9663  0.20
H -0.4795 3.0134 1.1821  0.27
H -0.7598 0.8299 -1.5994  0.21
H 0.9017 0.7616 -1.2852  0.20
H -1.0826 -1.3828 -1.0124  0.21
H 0.6210 -1.3805 -1.9821  0.22
H 0.6498 -3.0416 -0.0921  0.20
H 1.7158 -1.4902 0.2235  0.21
H -1.0166 -2.0955 1.2600  0.21
H 0.3901 -1.8839 2.1746  0.21
H -0.6145 0.0587 2.5117  0.20